Entry 1:
{
  "formula": "C4H6N4",
  "method": "ωB97M-V/def2-TZVPD",
  "symbols": ["C", "C", "C", "C", "H", "H", "H", "H", "H", "H", "N", "N", "N", "N"],
  "positions_angstrom": [[-0.2447, -1.5186, 1.9048], [-1.1422, 1.3731, -0.1234], [0.5815, 1.1911, -1.3668], [0.5073, -0.0633, -0.5942], [-0.8325, -2.0279, 2.7143], [0.6152, -2.1635, 1.4682], [-1.7582, 1.9222, 0.5856], [1.5879, 1.7788, -1.2911], [0.5905, 0.8809, -2.4031], [0.9041, -2.0135, -0.5376], [-0.8761, -0.4954, 1.4470], [-0.5478, 0.1509, 0.3309], [-0.5818, 2.0650, -1.1208], [1.1968, -1.0798, -1.0139]],
  "forces_ev_per_a": [[-0.6, -1.5, -0.5], [1.2, 2.8, -0.2], [1.9, 1.9, -2.1], [0.9, -1.8, -0.8], [1.0, 0.8, -0.4], [-1.3, 1.7, 0.5], [-0.8, -0.7, -0.3], [-1.8, -0.9, 0.3], [0.0, 0.0, -0.4], [0.8, 2.2, -0.8], [-0.2, -0.8, 0.7], [1.3, 1.0, -2.1], [-0.6, -3.6, 3.7], [-1.9, -1.0, 2.2]],
  "mulliken_charge": [-0.2907, -0.1038, -0.3305, 0.4580, 0.2463, 0.2011, 0.3559, 0.2484, 0.2591, 0.2287, -0.8895, 0.7041, -0.4442, -0.6428],
  "relative_energy_kcal_mol": 80.2,
  "smiles": "[H]/N=C1/CN=CN1N=C",
  "spin_multiplicity": 1
}

=====

Entry 2:
{
  "formula": "C6H17N2",
  "method": "ωB97M-V/def2-TZVPD",
  "symbols": ["C", "C", "C", "C", "C", "C", "N", "N", "H", "H", "H", "H", "H", "H", "H", "H", "H", "H", "H", "H", "H", "H", "H", "H", "H"],
  "positions_angstrom": [[-2.9176, -1.1621, -1.2078], [-1.5117, -1.3178, -0.4771], [-0.8973, -0.2087, 0.5401], [0.4498, -0.5063, 0.9803], [1.8131, 0.0192, 0.4752], [1.7713, 1.4199, -0.0972], [1.6292, 2.5672, 0.9909], [-0.4490, -1.5847, -1.4919], [-3.6959, -0.8162, -0.4955], [-2.8529, -0.3651, -1.9463], [-3.1013, -2.1476, -1.6715], [-1.8123, -2.2694, 0.1283], [-0.8170, 0.7839, 0.0658], [-1.7977, -0.0448, 1.1731], [0.6128, -1.6052, 0.9254], [0.4314, -0.4707, 2.0035], [2.5585, -0.1244, 1.2836], [2.2918, -0.7586, -0.2765], [2.6336, 1.6188, -0.7214], [0.9046, 1.4955, -0.7463], [1.0608, 3.3804, 0.5129], [2.5912, 2.8602, 1.5126], [0.9992, 2.1620, 1.6452], [-0.1241, -0.8051, -2.0299], [0.2295, -2.1207, -1.0755]],
  "forces_ev_per_a": [[1.4, 1.1, 1.0], [0.0, -0.2, -0.3], [-4.1, 0.7, -3.2], [1.9, -3.4, 0.6], [0.7, -1.3, -0.7], [0.7, 0.0, -0.2], [1.3, 1.1, -1.7], [-3.2, -0.1, 0.0], [0.3, -0.7, -0.3], [0.0, -0.2, -0.4], [-0.2, 0.7, 0.2], [1.7, 1.4, -0.7], [-0.6, -0.1, -0.7], [1.4, -0.1, 1.0], [-0.3, 0.3, -0.2], [0.3, 0.8, 3.0], [-0.4, 0.6, -0.1], [-1.2, 2.0, 0.8], [0.2, 0.4, 0.2], [-0.2, 0.4, 0.1], [1.9, -1.5, 1.4], [-3.0, -0.7, -1.8], [-0.6, -0.2, 1.3], [0.0, 0.3, 0.1], [2.2, -1.2, 0.5]],
  "mulliken_charge": [-1.2508, 0.1452, -0.4503, -1.2377, -0.3904, -0.8950, -0.3714, -0.5577, 0.3305, 0.3505, 0.3387, 0.1860, 0.1796, 0.3428, 0.4662, 0.6980, 0.3208, 0.3109, 0.3956, 0.4342, 0.4007, 0.4034, 0.3442, 0.2183, 0.2876],
  "relative_energy_kcal_mol": 69.0,
  "smiles": "C[C@@H](N)CCCC[NH3+]",
  "spin_multiplicity": 1,
  "total_charge": 1
}

=====

Entry 3:
{
  "formula": "C23H29N3O2",
  "method": "ωB97M-V/def2-TZVPD",
  "symbols": ["C", "H", "H", "H", "C", "N", "C", "O", "C", "N", "C", "O", "C", "N", "H", "C", "C", "C", "C", "C", "C", "C", "C", "H", "H", "H", "H", "H", "H", "H", "H", "H", "H", "C", "C", "H", "H", "H", "C", "H", "H", "H", "H", "H", "H", "C", "C", "C", "C", "C", "C", "H", "H", "H", "H", "H", "H"],
  "positions_angstrom": [[1.4017, 2.6096, 2.9672], [0.7010, 3.1724, 3.5784], [2.3557, 2.5595, 3.4860], [1.5547, 3.1291, 2.0241], [0.8784, 1.1998, 2.7251], [1.7528, 0.5025, 1.7933], [2.1393, -0.7689, 1.9704], [2.0605, -1.3675, 3.0258], [2.6508, -1.4738, 0.6975], [1.6294, -1.4113, -0.3481], [1.1245, -0.3553, -1.0033], [1.5645, 0.7832, -0.9749], [-0.1270, -0.7158, -1.8094], [-0.8815, -1.7224, -1.0745], [-1.2063, -1.3094, -0.2006], [-2.0361, -2.1615, -1.8399], [-2.9116, -1.0256, -2.3073], [-4.2498, -1.2467, -2.6070], [-5.0598, -0.2105, -3.0297], [-4.5333, 1.0654, -3.1525], [-3.2033, 1.2906, -2.8561], [-2.3779, 0.2532, -2.4367], [-0.9422, 0.5495, -2.1006], [-0.4745, 1.1088, -2.9130], [-0.9166, 1.1946, -1.2159], [-2.7875, 2.2836, -2.9507], [-5.1604, 1.8818, -3.4790], [-6.0989, -0.3945, -3.2591], [-4.6541, -2.2440, -2.5045], [-2.6129, -2.8555, -1.2233], [-1.6643, -2.7186, -2.7100], [0.1916, -1.1788, -2.7535], [1.0510, -2.2382, -0.4388], [4.0721, -1.0708, 0.2407], [4.3699, 0.4257, 0.2709], [3.6805, 0.9760, -0.3611], [5.3785, 0.5962, -0.1004], [4.3126, 0.8084, 1.2869], [5.0838, -1.8088, 1.1189], [6.0972, -1.5243, 0.8471], [4.9898, -2.8867, 1.0073], [4.9221, -1.5575, 2.1645], [4.1757, -1.4219, -0.7930], [2.7063, -2.5335, 0.9689], [1.8267, 0.9107, 0.8671], [-0.5186, 1.1254, 2.1380], [-1.1061, 2.1699, 1.4375], [-2.3469, 2.0069, 0.8411], [-3.0141, 0.7979, 0.9272], [-2.4337, -0.2515, 1.6218], [-1.1973, -0.0872, 2.2215], [-0.7430, -0.9083, 2.7578], [-2.9495, -1.1982, 1.7018], [-3.9743, 0.6713, 0.4493], [-2.7921, 2.8280, 0.2983], [-0.6015, 3.1189, 1.3482], [0.9037, 0.6282, 3.6601]],
  "forces_ev_per_a": [[-0.1, -0.3, 0.1], [0.0, 0.1, 0.0], [0.1, 0.0, 0.0], [0.0, 0.1, -0.1], [0.1, 0.0, 0.1], [0.0, 0.5, 0.1], [0.3, -0.3, -0.4], [-0.1, -0.3, 0.4], [0.2, 0.1, -0.1], [0.0, -0.4, 0.1], [-0.2, -0.3, -0.2], [0.1, 0.3, -0.1], [-0.1, 0.4, 0.0], [-0.1, -0.2, 0.0], [0.1, 0.0, -0.1], [0.0, -0.1, -0.1], [0.0, 0.0, 0.0], [0.0, 0.0, 0.0], [-0.1, -0.1, 0.0], [0.0, 0.1, 0.0], [0.0, -0.1, 0.0], [0.0, -0.1, -0.1], [0.2, -0.1, 0.1], [0.0, 0.0, 0.1], [0.1, 0.0, -0.1], [0.0, 0.1, 0.0], [-0.1, 0.1, 0.0], [-0.1, 0.0, 0.0], [-0.1, -0.1, 0.0], [0.0, 0.0, -0.1], [-0.1, 0.0, 0.1], [0.0, 0.0, 0.1], [0.0, 0.1, 0.0], [0.1, 0.0, 0.1], [0.0, -0.1, -0.2], [0.0, 0.1, 0.0], [0.1, 0.0, 0.0], [0.0, 0.1, 0.1], [-0.1, 0.1, -0.2], [0.1, 0.0, 0.0], [0.0, -0.1, 0.0], [0.0, 0.0, 0.2], [-0.1, 0.0, 0.1], [-0.1, 0.2, 0.0], [0.0, -0.1, 0.0], [0.0, 0.0, 0.1], [0.0, 0.0, 0.1], [-0.1, 0.0, 0.0], [-0.1, 0.1, -0.1], [0.0, 0.0, 0.1], [0.0, 0.0, 0.0], [0.1, -0.1, 0.1], [-0.1, -0.1, 0.0], [-0.1, 0.0, -0.1], [0.0, 0.1, -0.1], [0.1, 0.1, 0.0], [0.0, 0.1, -0.2]],
  "mulliken_charge": [-1.8096, 0.4208, 0.4269, 0.3486, -0.1780, 0.0909, 0.3505, -0.6982, -0.2704, 0.1429, -0.5453, -0.7740, 0.3951, -0.3585, -0.0297, -1.7368, 1.1334, -0.7575, -0.5848, -0.7429, -0.5385, 0.6276, -0.6254, 0.6402, -0.0213, 0.4809, 0.4127, 0.4108, 0.4340, 0.5073, 0.3946, 0.5435, 0.3749, 0.5884, -1.3717, 0.2037, 0.5031, 0.3000, -1.5884, 0.4407, 0.3932, 0.3300, 0.3447, 0.2732, 0.4188, 0.1232, 0.0965, -1.0803, 0.2101, -1.0289, -0.1473, 0.4285, 0.3239, 0.3933, 0.3934, 0.3240, 0.6630],
  "relative_energy_kcal_mol": 7.5,
  "smiles": "CC(C)[C@H](NC(=O)[C@@H]1Cc2ccccc2CN1)C(=O)N[C@@H](C)c1ccccc1",
  "spin_multiplicity": 1
}

=====

no.,electronic energy (Ha),highest occupied orbital energy (Eh),LUMO energy (eV)
1,-374.93363,-0.33149,0.5
2,-347.98082,-0.43417,-4.0
3,-1208.64960,-0.32938,0.7